1.
Below is C35H33ClCoN4S2Si2 as an isolated structure, with properties calculated with ωB97M-V/def2-TZVPD.

Element x y z (Å)
C -4.3563 -2.1848 2.1373
C -2.9546 -2.2829 2.2363
C -2.3837 -0.9577 2.1593
H -2.3761 -3.1649 2.4692
C -3.5126 -0.0649 1.9692
C -4.6977 -0.8163 1.9775
H -5.6911 -0.4027 1.8754
H -5.0585 -3.0176 2.2184
H -1.5078 -0.6835 2.7462
H -3.4067 1.0044 1.8564
Co -3.4418 -1.4131 0.5448
Si -1.2033 -0.4704 0.4068
C 0.1913 -1.6860 0.2891
C 0.9381 -1.6911 -0.8962
H 0.6019 -1.1067 -1.7554
C 2.1323 -2.4103 -0.9771
H 2.7543 -2.3319 -1.8730
C 2.5181 -3.2408 0.0828
H 3.4311 -3.8366 0.0119
C 1.7196 -3.3106 1.2304
H 1.9787 -3.9853 2.0536
C 0.5722 -2.5182 1.3533
H 0.0053 -2.5463 2.2922
C -0.5010 1.1152 1.1148
C 0.5814 1.1111 2.0128
H 1.2324 0.2353 2.1051
C 0.8093 2.2195 2.8347
H 1.5646 2.1592 3.6205
C 0.0531 3.3830 2.6779
H 0.2080 4.2285 3.3545
C -0.9204 3.4381 1.6747
H -1.5015 4.3538 1.5363
C -1.1820 2.3191 0.8793
H -1.9227 2.3851 0.0761
H -1.8559 -0.3378 -0.9270
Si 3.1489 2.0325 -2.4457
C 3.3233 3.4546 -1.2477
C 4.5074 3.7304 -0.5349
H 5.4134 3.1425 -0.7168
C 4.5426 4.7648 0.4107
H 5.4587 4.9547 0.9733
C 3.4181 5.5657 0.6283
H 3.4396 6.3579 1.3789
C 2.2715 5.3533 -0.1416
H 1.4019 5.9973 -0.0139
C 2.2344 4.3276 -1.0891
H 1.3471 4.2071 -1.7151
C 4.4869 0.8074 -2.0202
C 4.4341 0.1207 -0.7999
H 3.6061 0.2987 -0.1081
C 5.4401 -0.7900 -0.4557
H 5.3612 -1.3375 0.4839
C 6.5284 -1.0023 -1.3056
H 7.3064 -1.7165 -1.0316
C 6.6106 -0.2884 -2.5063
H 7.4680 -0.4416 -3.1654
C 5.6030 0.6179 -2.8604
H 5.6869 1.1969 -3.7853
H 3.2475 2.4347 -3.8655
Cl 1.2054 1.3354 -2.3547
N -2.0073 -4.6465 0.5584
C -3.0296 -4.3108 -0.2498
N -3.5359 -3.0729 -0.4093
C -4.6329 -3.0767 -1.2996
C -4.9871 -4.3339 -1.7373
S -3.9626 -5.5478 -1.0913
C -5.2388 -1.7952 -1.5043
C -6.3148 -1.4003 -2.2692
S -6.6918 0.2575 -2.0326
C -5.2813 0.4231 -0.9952
N -4.6728 -0.7519 -0.7425
N -4.8710 1.6178 -0.5497
H -1.7475 -5.6188 0.6341
H -1.2981 -3.9498 0.7861
H -5.8246 -4.5174 -2.3976
H -6.8483 -2.0611 -2.9364
H -5.3269 2.4531 -0.8781
H -4.0381 1.7161 0.0349

As for the total energy: -130363.8250 eV. The calculation puts the HOMO energy (spin up / spin down) at -0.1055 / -0.2698 hartree. The spin multiplicity is 4.

---

2.
Below is C35H33ClGdN4S2Si2 as an isolated structure, with properties calculated with ωB97M-V/def2-TZVPD.

Element x y z (Å)
C -1.7369 -0.4220 5.2095
C -2.4804 0.0111 4.0668
C -2.3513 -0.9858 3.0532
H -3.1334 0.8822 4.0268
C -1.5372 -2.0376 3.5662
C -1.1520 -1.6874 4.8959
H -0.6124 -2.3256 5.5927
H -1.7279 0.0631 6.1794
H -2.8381 -0.9863 2.0816
H -1.3349 -2.9803 3.0611
Gd -0.0737 -0.0280 3.4395
Si 0.3065 -0.0317 0.1902
C -0.6531 1.4738 -0.2744
C -0.0526 2.3516 -1.1959
H 0.9379 2.1143 -1.5812
C -0.6921 3.5230 -1.5932
H -0.2141 4.1657 -2.3282
C -1.9426 3.8641 -1.0806
H -2.4492 4.7764 -1.4170
C -2.5320 3.0188 -0.1291
H -3.5024 3.2951 0.2921
C -1.9067 1.8341 0.2767
H -2.3838 1.2057 1.0332
C -0.4430 -1.6248 -0.3618
C -1.6538 -1.6459 -1.0904
H -2.1256 -0.7098 -1.4014
C -2.2835 -2.8612 -1.3779
H -3.2217 -2.8622 -1.9333
C -1.7370 -4.0767 -0.9611
H -2.2132 -5.0252 -1.2194
C -0.5587 -4.0572 -0.2048
H -0.1373 -4.9945 0.1625
C 0.0894 -2.8564 0.0889
H 1.0003 -2.8607 0.6841
H 1.8215 0.0864 0.1967
Si 2.3137 0.3325 -4.2779
C 1.5374 -1.2869 -4.7605
C 0.6730 -1.4008 -5.8676
H 0.4532 -0.5271 -6.4904
C 0.1024 -2.6379 -6.1929
H -0.6053 -2.7086 -7.0205
C 0.4426 -3.7833 -5.4644
H -0.0087 -4.7473 -5.7110
C 1.3863 -3.6900 -4.4348
H 1.6894 -4.5859 -3.8890
C 1.9557 -2.4553 -4.1055
H 2.7444 -2.4005 -3.3500
C 1.1768 1.6754 -4.8752
C -0.1568 1.7060 -4.4509
H -0.5406 0.9396 -3.7720
C -1.0113 2.7219 -4.8931
H -2.0326 2.7641 -4.5097
C -0.5593 3.6820 -5.8041
H -1.2296 4.4787 -6.1373
C 0.7588 3.6197 -6.2760
H 1.1125 4.3583 -6.9999
C 1.6241 2.6194 -5.8183
H 2.6488 2.5483 -6.1974
H 3.6439 0.4097 -4.9361
Cl 2.8333 0.4967 -2.3153
N -1.2099 3.2915 4.6230
C -0.1788 2.7951 5.3234
N 0.4832 1.6766 5.0253
C 1.5119 1.4177 5.9626
C 1.6093 2.3889 6.9457
S 0.4109 3.6222 6.7605
C 2.2031 0.1746 5.8364
C 3.2113 -0.3708 6.6039
S 3.5972 -1.9885 6.1246
C 2.3598 -1.8835 4.8874
N 1.7340 -0.7054 4.8334
N 2.0944 -2.9230 4.0736
H -1.6304 4.1476 4.9612
H -1.6225 2.7760 3.8517
H 2.3473 2.3625 7.7386
H 3.7005 0.1609 7.4171
H 2.6597 -3.7575 4.1869
H 1.2914 -2.9197 3.4474

As for the total energy: -113562.7204 eV. The calculation puts the HOMO energy (spin up / spin down) at -0.2887 / -0.4034 hartree. As for the total charge: +1. The spin multiplicity is 8.

---

3.
Below is C35H33ClN4ReS2Si2 as an isolated structure, with properties calculated with ωB97M-V/def2-TZVPD.

Element x y z (Å)
C -1.7877 -0.7430 5.0044
C -2.4851 -0.1058 3.9272
C -2.4192 -0.9762 2.7910
H -3.0385 0.8243 4.0031
C -1.6484 -2.1250 3.1506
C -1.2529 -1.9761 4.5195
H -0.7052 -2.6961 5.1149
H -1.6940 -0.3633 6.0146
H -2.9216 -0.8166 1.8432
H -1.4503 -2.9888 2.5216
Re -0.5212 -0.4049 3.3549
Si 0.2828 0.0827 1.0538
C -0.5159 1.6082 0.3089
C 0.2853 2.4944 -0.4206
H 1.3706 2.3643 -0.4419
C -0.2910 3.5353 -1.1412
H 0.3349 4.1476 -1.7919
C -1.6542 3.8020 -1.0251
H -2.0958 4.6421 -1.5641
C -2.4377 2.9917 -0.2031
H -3.4899 3.2229 -0.0584
C -1.8875 1.8770 0.4333
H -2.5432 1.2138 1.0117
C -0.2656 -1.4257 0.0479
C -1.4240 -1.4414 -0.7396
H -1.9825 -0.5202 -0.9285
C -1.8999 -2.6465 -1.2712
H -2.8408 -2.6563 -1.8261
C -1.1995 -3.8367 -1.0761
H -1.5796 -4.7784 -1.4796
C -0.0011 -3.8108 -0.3622
H 0.5659 -4.7314 -0.2155
C 0.4739 -2.6119 0.1672
H 1.4364 -2.5970 0.6808
H 1.7405 0.3031 1.0787
Si 2.1201 0.2415 -3.6735
C 1.4973 -1.3610 -4.3729
C 0.7503 -1.4079 -5.5633
H 0.6100 -0.5025 -6.1591
C 0.1756 -2.6102 -5.9881
H -0.4380 -2.6293 -6.8926
C 0.3846 -3.7856 -5.2585
H -0.0809 -4.7216 -5.5760
C 1.2098 -3.7611 -4.1285
H 1.4058 -4.6791 -3.5689
C 1.7886 -2.5624 -3.7090
H 2.4694 -2.5600 -2.8560
C 1.0582 1.6044 -4.3479
C -0.2881 1.7023 -3.9828
H -0.7001 1.0271 -3.2285
C -1.1005 2.6739 -4.5770
H -2.1397 2.7654 -4.2554
C -0.5827 3.5274 -5.5580
H -1.2250 4.2796 -6.0214
C 0.7610 3.4219 -5.9352
H 1.1700 4.0817 -6.7043
C 1.5834 2.4686 -5.3260
H 2.6317 2.3700 -5.6179
H 3.5402 0.5377 -4.0022
Cl 2.2872 0.0810 -1.6277
N -1.6067 3.0457 3.7102
C -0.4784 2.7078 4.3487
N 0.1829 1.5487 4.2803
C 1.3052 1.5338 5.1066
C 1.4836 2.7085 5.8177
S 0.2472 3.8543 5.4885
C 2.0142 0.3021 5.1664
C 3.1296 -0.0711 5.8990
S 3.4914 -1.7455 5.7171
C 2.0975 -1.9012 4.6249
N 1.4549 -0.7468 4.4356
N 1.7923 -3.1206 4.1435
H -1.9901 3.9558 3.9206
H -1.9189 2.5711 2.8644
H 2.2785 2.8485 6.5322
H 3.6706 0.6133 6.5316
H 2.3837 -3.8844 4.4584
H 1.1163 -3.2791 3.4032

As for the total energy: -94855.5083 eV. The calculation puts the HOMO energy (spin up / spin down) at -0.4683 / -0.4683 hartree. As for the total charge: +2. The spin multiplicity is 4.

---

> Which value of spin multiplicity does entry 2 give?

8

---

> What is the formula in the third record?

C35H33ClN4ReS2Si2

---

> Among the records above, which one has the lowest total energy?

C35H33ClCoN4S2Si2

---

Please write out number 1 again, unchanged.
Below is C35H33ClCoN4S2Si2 as an isolated structure, with properties calculated with ωB97M-V/def2-TZVPD.

Element x y z (Å)
C -4.3563 -2.1848 2.1373
C -2.9546 -2.2829 2.2363
C -2.3837 -0.9577 2.1593
H -2.3761 -3.1649 2.4692
C -3.5126 -0.0649 1.9692
C -4.6977 -0.8163 1.9775
H -5.6911 -0.4027 1.8754
H -5.0585 -3.0176 2.2184
H -1.5078 -0.6835 2.7462
H -3.4067 1.0044 1.8564
Co -3.4418 -1.4131 0.5448
Si -1.2033 -0.4704 0.4068
C 0.1913 -1.6860 0.2891
C 0.9381 -1.6911 -0.8962
H 0.6019 -1.1067 -1.7554
C 2.1323 -2.4103 -0.9771
H 2.7543 -2.3319 -1.8730
C 2.5181 -3.2408 0.0828
H 3.4311 -3.8366 0.0119
C 1.7196 -3.3106 1.2304
H 1.9787 -3.9853 2.0536
C 0.5722 -2.5182 1.3533
H 0.0053 -2.5463 2.2922
C -0.5010 1.1152 1.1148
C 0.5814 1.1111 2.0128
H 1.2324 0.2353 2.1051
C 0.8093 2.2195 2.8347
H 1.5646 2.1592 3.6205
C 0.0531 3.3830 2.6779
H 0.2080 4.2285 3.3545
C -0.9204 3.4381 1.6747
H -1.5015 4.3538 1.5363
C -1.1820 2.3191 0.8793
H -1.9227 2.3851 0.0761
H -1.8559 -0.3378 -0.9270
Si 3.1489 2.0325 -2.4457
C 3.3233 3.4546 -1.2477
C 4.5074 3.7304 -0.5349
H 5.4134 3.1425 -0.7168
C 4.5426 4.7648 0.4107
H 5.4587 4.9547 0.9733
C 3.4181 5.5657 0.6283
H 3.4396 6.3579 1.3789
C 2.2715 5.3533 -0.1416
H 1.4019 5.9973 -0.0139
C 2.2344 4.3276 -1.0891
H 1.3471 4.2071 -1.7151
C 4.4869 0.8074 -2.0202
C 4.4341 0.1207 -0.7999
H 3.6061 0.2987 -0.1081
C 5.4401 -0.7900 -0.4557
H 5.3612 -1.3375 0.4839
C 6.5284 -1.0023 -1.3056
H 7.3064 -1.7165 -1.0316
C 6.6106 -0.2884 -2.5063
H 7.4680 -0.4416 -3.1654
C 5.6030 0.6179 -2.8604
H 5.6869 1.1969 -3.7853
H 3.2475 2.4347 -3.8655
Cl 1.2054 1.3354 -2.3547
N -2.0073 -4.6465 0.5584
C -3.0296 -4.3108 -0.2498
N -3.5359 -3.0729 -0.4093
C -4.6329 -3.0767 -1.2996
C -4.9871 -4.3339 -1.7373
S -3.9626 -5.5478 -1.0913
C -5.2388 -1.7952 -1.5043
C -6.3148 -1.4003 -2.2692
S -6.6918 0.2575 -2.0326
C -5.2813 0.4231 -0.9952
N -4.6728 -0.7519 -0.7425
N -4.8710 1.6178 -0.5497
H -1.7475 -5.6188 0.6341
H -1.2981 -3.9498 0.7861
H -5.8246 -4.5174 -2.3976
H -6.8483 -2.0611 -2.9364
H -5.3269 2.4531 -0.8781
H -4.0381 1.7161 0.0349

As for the total energy: -130363.8250 eV. The calculation puts the HOMO energy (spin up / spin down) at -0.1055 / -0.2698 hartree. The spin multiplicity is 4.